DFT (the ωB97M-V functional and the def2-TZVPD basis) results for a molecular structure, C16H17Cl2N2OS4Ti.

Each line ends with the natural charge from an NBO analysis.
CARTESIAN COORDINATES (ANGSTROEM)
Ti 1.649 0.325 -1.274  0.927
Cl 1.461 2.689 -2.095  0.118
C 0.131 2.653 -3.259  -0.032
C -0.352 3.879 -3.670  -0.231
C -1.391 3.900 -4.585  -0.203
C -1.911 2.706 -5.057  -0.215
C -1.396 1.497 -4.620  -0.030
Cl -2.095 0.044 -5.248  0.031
C -0.341 1.418 -3.696  -0.219
S 0.307 -0.131 -3.187  -0.166
H 0.077 4.792 -3.281  0.235
H -1.795 4.842 -4.928  0.227
H -2.723 2.699 -5.770  0.235
S 2.456 -1.884 -1.001  -0.124
C 3.615 -1.009 -0.018  -0.190
S 3.898 0.641 -0.512  -0.122
C 4.162 -1.548 1.118  -0.441
C 3.757 -2.839 1.566  0.305
N 3.367 -3.864 1.917  -0.347
C 5.066 -0.812 1.939  0.289
N 5.786 -0.220 2.614  -0.309
C -0.199 -3.961 1.398  -0.622
C -0.322 -2.855 2.440  -0.412
C 0.339 -1.550 2.003  -0.593
S -0.487 -0.822 0.585  1.274
O 0.412 0.404 0.253  -0.962
C -1.929 -0.050 1.316  -0.586
C -1.655 1.039 2.342  -0.416
C -2.956 1.695 2.790  -0.601
H -0.658 -4.879 1.764  0.221
H 0.850 -4.165 1.184  0.245
H -0.690 -3.697 0.459  0.202
H 0.180 -3.159 3.361  0.238
H -1.366 -2.683 2.718  0.196
H 1.344 -1.743 1.625  0.276
H 0.401 -0.801 2.792  0.240
H -2.508 -0.883 1.729  0.241
H -2.494 0.333 0.464  0.247
H -0.989 1.780 1.898  0.229
H -1.135 0.622 3.205  0.208
H -3.478 2.149 1.947  0.208
H -2.762 2.477 3.522  0.225
H -3.628 0.968 3.249  0.206

Computed properties:
E_LUMO (alpha / beta): -0.27 / -0.42 eV
calculated total energy: -113398.5612 eV
Kohn-Sham gap (alpha / beta): 8.09 / 7.99 eV
spin multiplicity: 2
strongest force on any atom: 0.186 eV Å⁻¹
ΔE to the lowest compared entry with this formula, charge and spin: 1.1 kcal per mole